23
Properties=species:S:1:pos:R:3:forces:R:3 method="wB97M-V/def2-TZVPD" e_homo_ha="-0.438 / -0.479" multiplicity=3 de_lowest_kcal_mol=49.1 charge=+1 total_energy_ha=-400.81729 homo_lumo_gap_ev="8.789 / 6.306" s2=2.009 lumo_energy_ev="-3.120 / -6.735"
C 1.156 -1.779 -0.484 -0.1 0.0 0.0
C -0.360 -1.081 1.233 2.0 4.1 0.1
C -0.462 0.211 0.294 0.2 2.7 4.6
C -1.381 1.183 1.127 -1.3 -0.2 -0.6
C 0.768 1.113 0.156 2.2 -2.8 3.5
C -0.806 0.774 -1.958 -1.9 2.1 0.1
N -1.131 -0.015 -0.860 -0.1 -2.7 -1.0
N 0.667 -1.906 0.673 -0.6 -3.3 2.3
N 1.834 -2.596 -1.183 2.0 -2.3 -0.6
H -0.150 -0.842 2.313 0.4 0.1 -1.2
H -1.322 -1.428 1.276 -2.2 -1.9 -0.6
H -1.513 1.042 2.177 0.6 -0.5 0.9
H -2.369 1.015 0.736 -0.7 0.3 -0.2
H -1.118 2.215 0.975 0.0 0.3 -0.2
H 1.198 1.277 1.263 -0.4 -0.6 -2.6
H 0.574 2.076 -0.179 -0.6 1.5 -0.7
H 1.424 0.594 -0.548 1.0 0.5 0.4
H -1.082 0.133 -2.837 0.8 1.3 0.2
H -1.715 1.516 -1.769 1.4 -0.5 -1.3
H 0.143 1.446 -1.855 -1.7 -1.7 -1.2
H 0.806 -2.853 1.189 0.0 1.8 -1.1
H 2.373 -2.337 -1.971 0.1 1.0 -1.1
H 2.270 -3.495 -0.874 -1.1 0.7 0.4